Entry from the OMol25 dataset: 15 unconnected molecules or ions with the total composition CH29O17 (ωB97M-V with the def2-TZVPD basis set).

```
47
CH29O17, DFT ωB97M-V with the def2-TZVPD basis set
C -0.687 -0.417 0.236
O -0.941 -0.031 1.424
O 0.311 0.195 -0.533
O -1.421 -1.298 -0.272
H 0.692 0.998 -0.179
O -2.517 -4.104 1.034
H -2.240 -3.279 0.718
H -2.761 -4.008 1.975
O 2.353 0.811 2.218
H 2.081 -0.029 1.805
H 2.357 1.475 1.546
O -3.987 -1.553 0.454
H -4.480 -1.471 -0.349
H -3.011 -1.396 0.157
O -1.404 -0.895 -2.880
H -1.446 -1.821 -3.200
H -1.227 -1.123 -1.959
O 3.480 -0.153 -1.778
H 2.800 0.503 -1.760
H 3.725 0.009 -2.662
O -2.761 -1.545 2.697
H -2.044 -0.991 2.501
H -3.392 -1.411 2.020
O 0.326 2.929 -0.263
H -0.236 2.702 -1.022
H 1.250 2.912 -0.562
O -1.322 2.782 1.839
H -2.051 2.164 1.638
H -0.761 2.645 1.081
O 0.616 0.492 -3.805
H -0.072 -0.042 -3.350
H 0.588 0.073 -4.706
O 2.767 2.856 0.445
H 3.244 3.156 1.233
H 3.410 3.085 -0.198
O 0.507 -2.164 2.172
H 1.202 -2.017 1.506
H -0.181 -1.513 1.883
O 1.939 2.397 -2.508
H 2.641 2.354 -3.121
H 1.389 1.703 -2.873
O 0.600 -2.767 -1.088
H 0.006 -2.042 -0.789
H 1.057 -2.315 -1.772
O -0.418 0.817 3.926
H -0.474 0.611 2.993
H 0.497 0.716 4.128
```

Output
LUMO energy ... 1.835 eV
Total charge ... -1
Energy ... -1334.6755 Eh
ΔE to the lowest compared entry with this formula, charge and spin ... 30.1 kcal per mole

Entry from the OMol25 dataset: a molecular structure, CH2AgCl2S4Sb (ωB97M-V with the def2-TZVPD basis set).

```
11
CH2AgCl2S4Sb, DFT ωB97M-V with the def2-TZVPD basis set
Ag -0.596 0.061 0.064
S -4.798 0.118 1.958
Sb -3.698 0.099 -0.055
S -2.197 -1.818 -0.096
S -2.135 1.983 -0.094
S -5.020 0.121 -1.936
Cl 1.764 0.059 0.029
C 3.912 -0.004 0.032
Cl 4.457 -1.627 0.034
H 4.155 0.506 0.951
H 4.157 0.504 -0.887
```

Output
LUMO energy ... 3.545 eV
Total charge ... -2
Energy ... -2939.7026 Eh

Entry from the OMol25 dataset: a molecular structure, CH2AuLiO (ωB97M-V with the def2-TZVPD basis set).

```
6
CH2AuLiO, DFT ωB97M-V with the def2-TZVPD basis set
C -0.162 0.083 -0.391
O 0.215 -0.334 0.718
H 0.687 0.396 -1.064
Au -2.015 0.627 -0.596
Li 1.849 -1.087 1.280
H 3.151 -1.489 0.176
```

Output
LUMO energy (spin up / spin down) ... -4.500 / -6.956 eV
Total charge ... +1
Energy ... -257.2837 Eh
Multiplicity ... 4

Entry from the OMol25 dataset: a single CH2BF3O2 molecule (ωB97M-V with the def2-TZVPD basis set).

```
9
CH2BF3O2, DFT ωB97M-V with the def2-TZVPD basis set
B 0.535 -0.940 -0.100
C 1.390 -2.370 -0.219
O -0.780 -0.945 -0.317
O 1.294 0.072 0.287
F 2.640 -2.154 0.091
F 0.927 -3.309 0.657
F 1.302 -2.883 -1.453
H -1.050 -0.086 -0.343
H 1.086 1.008 0.140
```

Output
Structure (SMILES) ... OB(O)C(F)(F)F
LUMO energy ... -0.025 eV
Total charge ... 0
Energy ... -514.3421 Eh
ΔE to the lowest compared entry with this formula, charge and spin ... 0.0 kcal per mole

Question: energy of number 3 (CH2AuLiO)?
Answer: -257.2837 Eh

Question: What is the total charge in the first record?
Answer: -1